(1)
Entry from the OMol25 dataset: one molecule with the formula C7H13NO2S2 in a non-equilibrium geometry (the ωB97M-V functional and the def2-TZVPD basis).

The geometry in XYZ format:
```
25
Properties=species:S:1:pos:R:3:forces:R:3
C 0.345 1.143 1.241 -0.789 1.365 0.332
C 1.989 -0.853 0.329 -1.975 -1.242 -1.805
C -0.479 0.181 -0.869 -1.037 -2.745 0.597
C -0.368 0.059 0.575 1.560 -0.195 -1.530
C 2.793 -0.896 1.570 -0.852 -1.241 1.563
C -2.021 1.024 -2.691 -4.483 0.051 -0.869
C -1.901 0.239 -1.388 -0.905 -0.627 -0.052
N -1.190 -0.904 1.135 0.466 1.840 -0.728
O 0.323 0.964 2.619 -0.085 -0.583 -0.644
O 0.734 2.187 0.707 -0.122 -1.549 0.946
S 1.138 -2.329 -0.166 0.685 0.821 -0.262
S 0.165 -1.470 -1.761 0.527 0.063 0.783
H 2.132 -0.295 -0.632 0.439 0.040 1.448
H 0.145 0.915 -1.194 1.591 2.111 -1.147
H 1.964 -0.981 2.362 1.427 0.556 -0.492
H 3.366 0.025 1.653 0.018 -0.121 0.398
H 3.437 -1.833 1.813 -0.841 1.536 -1.035
H -2.471 0.434 -3.587 0.545 0.544 1.727
H -1.142 1.362 -3.100 2.268 1.180 -0.513
H -2.783 1.883 -2.561 1.484 -1.062 -0.291
H -2.145 -0.830 -1.701 -0.595 1.482 1.367
H -2.514 0.698 -0.522 0.450 -1.086 -1.703
H -1.217 -0.687 2.077 -0.360 -0.099 2.574
H 0.506 1.776 3.095 0.291 0.432 -0.275
H -0.805 -1.811 0.996 0.293 -1.472 -0.388
```
Forces are in eV/Å.

Properties
charge = 0
maximum force = 0.0888 Eh/bohr
Kohn-Sham gap (alpha / beta) = 7.31 / 7.21 eV

***

(2)
Entry from the OMol25 dataset: a 2-piece molecular cluster, C6H15O3S overall in a non-equilibrium geometry (the ωB97M-V functional and the def2-TZVPD basis).

The geometry in XYZ format:
```
25
Properties=species:S:1:pos:R:3:forces:R:3
C 1.623 2.318 -0.387 -1.396 2.295 0.578
C 3.851 -1.314 0.097 2.010 1.637 2.007
C -2.449 -1.582 -0.964 -1.058 3.233 -0.124
C -3.454 0.787 0.525 1.107 -2.427 4.252
C -0.729 -0.720 1.199 -1.320 -0.220 -0.712
C 1.886 0.028 -0.342 -3.082 -1.007 -0.394
O -1.152 0.753 -0.853 0.670 1.787 -0.779
O 2.276 1.149 0.034 2.672 -0.983 0.201
O 2.490 -1.055 -0.289 1.381 -1.851 -0.076
S -1.800 -0.139 0.071 -2.189 -2.096 -0.899
H 1.395 2.812 0.574 -0.183 0.058 -0.618
H 0.671 2.044 -0.895 0.858 0.514 0.029
H 2.350 2.997 -0.906 -0.781 -1.040 0.059
H 4.266 -0.367 0.558 -0.641 -1.101 0.110
H 4.534 -1.381 -0.753 -0.744 -0.785 -0.315
H 3.919 -2.174 0.843 -0.427 1.199 -1.393
H -2.959 -1.201 -1.938 1.209 -0.448 1.859
H -3.173 -1.950 -0.300 -1.234 -1.065 0.621
H -1.660 -2.252 -1.086 1.283 -0.984 -0.439
H -2.998 1.524 1.199 -0.503 0.454 -0.722
H -4.320 0.297 1.161 2.288 0.076 -0.995
H -3.941 1.032 -0.327 -0.817 1.524 -2.866
H -0.250 0.140 1.658 -0.131 -0.242 0.570
H -1.214 -1.543 1.740 0.603 0.412 0.322
H 0.836 -0.205 -0.621 0.425 1.060 -0.274
```
Forces are in eV/Å.

Properties
charge = +1
maximum force = 0.0976 Eh/bohr
Kohn-Sham gap = 8.52 eV

***

(3)
Entry from the OMol25 dataset: a 11-piece molecular cluster, C52H55Cl2F7O3 overall in a non-equilibrium geometry (the ωB97M-V functional and the def2-TZVPD basis).

The geometry in XYZ format:
```
119
Properties=species:S:1:pos:R:3:forces:R:3
F 6.199 -3.808 -7.871 0.486 -0.151 -0.981
C 6.825 -4.486 -8.891 0.360 -0.238 0.529
C 6.618 -4.138 -10.218 -0.932 0.365 0.363
C 7.114 -4.928 -11.237 0.827 -0.957 1.139
C 7.913 -6.032 -10.880 1.104 -0.602 0.920
C 8.263 -6.381 -9.533 -2.599 3.174 -0.558
C 7.662 -5.521 -8.530 1.287 -1.900 -1.091
H 5.993 -3.279 -10.415 -0.089 0.063 -0.102
H 6.892 -4.731 -12.276 0.091 0.131 0.026
H 8.404 -6.589 -11.664 -0.235 -0.220 -0.216
H 8.868 -7.224 -9.232 0.094 0.094 -0.258
H 7.924 -5.743 -7.506 -0.392 0.242 0.232
F -0.071 -3.358 -7.781 -1.000 -0.855 0.443
C -1.079 -4.300 -7.763 -0.752 0.049 0.273
C -1.305 -5.011 -8.907 0.059 -0.769 -0.658
C -2.332 -5.984 -8.933 0.947 0.765 1.135
C -3.078 -6.142 -7.782 -1.650 -0.363 0.272
C -2.958 -5.370 -6.617 1.158 0.151 -1.245
C -1.919 -4.471 -6.640 1.648 1.532 -0.046
H -0.633 -4.828 -9.732 -0.102 -0.106 -0.257
H -2.510 -6.664 -9.753 0.106 0.295 -0.233
H -3.908 -6.831 -7.828 -0.008 -0.318 0.043
H -3.595 -5.421 -5.746 -0.107 -0.301 -0.162
H -1.666 -3.795 -5.838 -0.300 -0.075 0.441
F -0.018 0.924 2.180 -0.572 0.212 1.513
C 0.344 0.413 1.031 1.393 -0.787 -1.999
C 0.539 1.262 -0.012 -0.077 1.196 -0.577
C 1.019 0.838 -1.257 0.143 -1.054 0.722
C 1.306 -0.525 -1.446 -0.989 -0.435 1.466
C 1.098 -1.450 -0.351 0.896 2.529 -0.235
C 0.734 -0.895 0.893 -0.565 -1.360 0.047
H 0.352 2.278 0.304 0.019 0.493 -0.768
H 1.255 1.526 -2.055 -0.209 0.176 0.059
H 1.635 -0.835 -2.426 0.134 -0.295 0.093
H 1.450 -2.471 -0.384 -0.244 -0.079 -0.222
H 0.683 -1.456 1.815 0.075 -0.597 -0.103
F -2.050 7.589 2.699 -0.030 0.317 -0.415
C -2.591 7.711 3.909 -1.181 -0.420 2.205
C -3.719 8.504 4.188 1.298 -0.690 -0.725
C -4.182 8.521 5.489 -0.813 -0.571 1.002
C -3.678 7.694 6.502 0.950 0.187 -0.945
C -2.567 6.893 6.197 -1.051 0.819 1.125
C -2.047 6.916 4.942 0.754 0.504 -2.247
H -4.242 9.054 3.420 0.183 0.132 -0.086
H -5.058 9.126 5.674 -0.040 0.125 0.197
H -3.997 7.666 7.534 -0.511 0.345 -0.139
H -2.148 6.360 7.038 0.323 -0.401 -0.320
H -1.165 6.381 4.622 0.117 -0.358 0.347
F 2.459 2.229 12.151 0.122 -1.072 -0.632
C 2.650 1.562 10.961 0.175 1.589 -0.286
C 2.870 2.368 9.849 -0.274 -1.085 -0.528
C 3.017 1.667 8.644 -0.217 2.799 -0.350
C 2.908 0.350 8.523 0.287 -3.567 -0.457
C 2.772 -0.463 9.633 -0.835 0.692 1.413
C 2.620 0.181 10.853 0.354 0.090 1.020
H 2.823 3.446 9.830 0.162 -0.022 0.421
H 3.114 2.141 7.678 0.149 0.819 0.216
H 2.983 -0.099 7.544 -0.013 -0.034 -0.119
H 2.619 -1.529 9.711 0.351 -0.140 -0.788
H 2.556 -0.392 11.766 -0.262 -0.069 0.087
F 4.984 -5.449 6.452 -0.666 0.030 -0.937
C 4.079 -6.452 6.604 0.520 0.197 0.474
C 3.173 -6.891 5.651 0.135 0.178 -0.247
C 2.439 -8.044 5.906 0.659 -1.185 1.700
C 2.582 -8.764 7.168 -0.443 2.023 -2.283
C 3.332 -8.113 8.125 0.048 -0.789 0.628
C 4.131 -7.030 7.831 -0.028 -0.237 0.698
H 3.072 -6.348 4.723 0.004 -0.077 -0.135
H 1.802 -8.443 5.131 -0.080 0.004 -0.013
H 2.075 -9.707 7.308 -0.116 0.140 0.218
H 3.372 -8.417 9.160 -0.041 -0.598 -0.012
H 4.815 -6.687 8.593 0.005 0.317 -0.092
F -3.169 9.508 -7.827 -0.378 0.367 0.014
C -2.939 8.978 -6.610 0.963 -0.855 -0.468
C -3.660 7.853 -6.240 -0.818 -0.847 1.097
C -3.313 7.149 -5.080 1.922 1.447 -1.062
C -2.138 7.589 -4.468 -0.669 -1.283 2.032
C -1.467 8.749 -4.761 0.290 0.682 -1.042
C -1.806 9.424 -5.918 -1.579 0.060 -0.380
H -4.509 7.396 -6.726 -0.055 0.760 -0.842
H -3.792 6.235 -4.759 -0.150 0.114 -0.099
H -1.814 6.978 -3.639 0.241 0.150 0.323
H -0.656 9.195 -4.205 0.163 -0.627 0.364
H -1.288 10.298 -6.285 0.076 0.021 0.061
C -8.403 0.878 5.416 -0.647 -0.191 -0.519
C -7.921 2.251 4.972 -1.229 0.477 2.059
C -6.532 2.425 4.451 -1.035 0.323 -0.845
O -8.648 3.227 5.108 0.643 -0.969 -0.393
H -9.467 0.886 5.656 -0.085 0.339 -0.389
H -7.995 0.378 6.294 0.879 0.440 -0.120
H -8.236 0.243 4.546 -0.071 -0.430 0.102
H -6.735 3.226 3.741 0.832 0.240 -0.078
H -6.191 1.550 3.896 0.413 0.027 0.446
H -5.918 2.783 5.277 0.307 -0.253 -0.259
C 2.117 4.201 -7.679 -0.561 -0.540 -1.128
C 1.276 3.647 -8.891 1.865 -0.259 -1.644
C -0.199 3.478 -8.720 -0.319 -0.124 1.324
O 1.863 3.288 -9.925 -1.216 0.888 2.216
H 1.700 5.020 -7.093 -0.359 0.031 -0.361
H 3.080 4.499 -8.095 0.006 -0.195 0.230
H 2.216 3.366 -6.986 0.284 -0.101 0.020
H -0.386 2.495 -8.289 0.231 -0.458 -0.244
H -0.859 3.569 -9.583 0.469 0.255 -0.057
H -0.494 4.090 -7.867 -0.405 0.510 -0.353
C -4.192 -5.340 5.234 1.077 -0.076 -0.354
C -5.269 -5.401 6.284 -0.894 1.537 -1.187
C -6.400 -6.320 6.027 -1.110 -0.805 0.852
O -5.278 -4.620 7.208 0.387 -0.422 0.105
H -3.930 -4.320 4.955 0.219 0.152 0.815
H -4.283 -5.789 4.245 -0.919 -0.606 0.294
H -3.364 -5.876 5.698 0.533 0.368 -0.070
H -6.677 -6.455 4.981 0.407 -0.157 0.066
H -7.292 -6.022 6.578 0.053 0.482 -0.042
H -6.180 -7.261 6.531 0.245 -0.471 -0.481
Cl 6.361 3.625 -1.660 0.493 -0.111 0.502
C 7.888 2.777 -1.274 0.581 0.204 -0.853
Cl 8.868 3.409 0.096 -0.889 -0.360 -0.326
H 7.665 1.712 -1.214 0.066 0.273 0.616
H 8.545 2.927 -2.131 -0.257 -0.007 0.060
```
Forces are in eV/Å.

Properties
SMILES = Fc1ccccc1.Fc1ccccc1.Fc1ccccc1.Fc1ccccc1.Fc1ccccc1.Fc1ccccc1.Fc1ccccc1.CC(C)=O.CC(C)=O.CC(C)=O.ClCCl
charge = 0
maximum force = 0.0805 Eh/bohr
Kohn-Sham gap = 9.39 eV

***

(4)
Entry from the OMol25 dataset: C4H11BrNO3V as an isolated structure in a non-equilibrium geometry (the ωB97M-V functional and the def2-TZVPD basis).

The geometry in XYZ format:
```
21
Properties=species:S:1:pos:R:3:forces:R:3
O -21.444 -23.254 -7.674 1.833 1.245 2.182
V -20.513 -22.437 -6.620 0.288 -0.182 -4.443
O -19.060 -23.119 -6.560 -2.054 0.578 0.762
Br -19.716 -20.239 -8.004 -0.663 -1.405 1.028
C -24.189 -22.439 -5.301 -0.421 0.728 0.982
C -23.635 -21.410 -6.273 -0.440 -1.364 -0.410
C -24.518 -20.168 -6.370 0.555 -0.002 0.180
O -23.909 -19.153 -7.134 0.189 0.094 0.135
C -23.700 -19.490 -8.484 -0.211 -0.279 -0.851
N -22.220 -21.104 -5.967 0.040 1.029 0.318
H -23.513 -23.259 -5.069 0.085 -0.091 -0.392
H -25.156 -22.830 -5.617 0.130 -0.104 -0.222
H -24.393 -21.945 -4.338 0.085 -0.075 -0.053
H -23.675 -21.879 -7.259 0.490 0.011 0.024
H -24.679 -19.733 -5.383 -0.123 0.009 0.042
H -25.474 -20.483 -6.800 -0.144 0.082 0.012
H -23.224 -18.656 -8.995 -0.029 0.151 0.235
H -24.648 -19.704 -8.996 -0.025 0.066 0.131
H -23.054 -20.361 -8.648 0.064 0.060 0.251
H -21.993 -20.326 -6.607 0.311 -0.268 0.068
H -22.201 -20.614 -5.066 0.042 -0.283 0.021
```
Forces are in eV/Å.

Properties
charge = 0
maximum force = 0.0867 Eh/bohr
Kohn-Sham gap = 7.95 eV

***

Results for energy: -1276.02994, -861.06939, -3859.45276, -3957.51163 (in a.u., following the order of the records).